1.
The following is a DFT calculation (ωB97M-V/def2-TZVPD) of a gas-phase ion, C2H5BrN3 (charge +1).

Spin multiplicity: 1
E: -2817.10857 Ha
Orbital gap: 9.14 eV
Net charge: +1

The geometry in XYZ format:
```
11
Properties=species:S:1:pos:R:3:forces:R:3:mulliken_charge:R:1
C -0.6247 0.8837 0.0239 0.656 -1.136 1.324 -0.312
C 1.3970 0.0775 -0.7852 2.093 0.979 3.438 -0.360
N -0.0757 1.7074 -0.9640 -0.559 0.797 -0.586 -0.183
N 0.9722 1.2635 -1.3739 1.524 0.483 -1.735 0.002
N 0.2342 -0.3434 0.1684 -0.520 -2.369 -2.822 -0.253
Br 3.1309 0.7867 0.4713 -2.384 -1.078 -1.442 0.008
H -0.5679 1.3865 0.9432 -0.818 0.817 1.313 0.368
H -1.4842 0.4089 -0.2898 -2.784 0.464 -0.264 0.386
H 1.8795 -0.6105 -1.4277 0.002 -1.045 -0.388 0.549
H 0.4606 -0.6055 1.1260 0.504 0.147 -0.001 0.366
H -0.3948 -1.1768 -0.2584 2.288 1.941 1.164 0.430
```
Positions in Å, forces in eV/Å.

2.
The following is a DFT calculation (ωB97M-V/def2-TZVPD) of 2 unconnected molecules or ions with the total composition C2H5BrNP.

Spin multiplicity: 1
E: -3049.16543 Ha
Orbital gap (spin up / spin down): 7.47 / 8.01 eV

The geometry in XYZ format:
```
10
Properties=species:S:1:pos:R:3:forces:R:3:mulliken_charge:R:1
C -0.4722 -1.6422 -0.3877 0.722 -3.731 0.236 -1.179
C 1.4784 0.2859 0.5995 0.166 0.406 1.253 -0.319
N 1.3982 1.5509 0.7111 -1.180 -2.286 -0.173 -0.272
P 2.0466 2.7072 -0.2414 0.580 1.018 -0.529 -0.027
Br 2.8679 -0.8075 -0.1064 0.687 0.214 -0.645 -0.107
H -0.0469 -2.0513 -1.2739 0.246 0.033 -0.541 0.326
H -0.6216 -2.3711 0.4108 -0.070 0.544 -0.073 0.342
H -0.8221 -0.7012 -0.3613 -1.279 2.962 0.144 0.532
H 0.8193 -0.4635 1.0349 -0.167 0.816 0.341 0.646
H 1.1682 3.7306 0.2309 0.295 0.024 -0.015 0.060
```
Positions in Å, forces in eV/Å.

3.
The following is a DFT calculation (ωB97M-V/def2-TZVPD) of 2 unconnected molecules or ions with the total composition C2H5BrS3.

Spin multiplicity: 1
E: -3847.66065 Ha
Orbital gap (spin up / spin down): 7.15 / 5.76 eV

The geometry in XYZ format:
```
11
Properties=species:S:1:pos:R:3:forces:R:3:mulliken_charge:R:1
C 0.0317 -0.9554 -0.0001 0.751 -0.990 -2.310 -0.267
C -0.6390 1.4221 -0.9538 -0.194 -2.073 -0.140 -0.514
S 1.6458 -0.4914 0.8280 -1.175 0.302 -0.809 -0.141
S -0.4963 -0.1068 -1.5491 0.632 -0.125 -0.028 0.150
S -2.7222 0.6113 1.2474 0.420 0.601 -0.312 -0.286
Br -3.6233 -0.6072 -0.2712 -0.080 -0.316 -0.236 -0.057
H 0.0538 -2.0314 -0.3869 0.256 1.342 1.116 0.319
H -0.8969 -0.7310 0.4750 -0.308 -0.196 1.733 0.102
H -0.8152 2.1783 -1.6421 -0.663 1.443 -0.776 0.282
H -0.1786 1.5420 -0.0364 0.555 0.910 1.616 0.275
H 1.6650 0.8552 0.5435 -0.193 -0.899 0.146 0.135
```
Positions in Å, forces in eV/Å.

4.
The following is a DFT calculation (ωB97M-V/def2-TZVPD) of 3 unconnected molecules or ions with the total composition C2H5Cl2NOS.

Spin multiplicity: 1
E: -1527.69050 Ha
Orbital gap: 9.30 eV

The geometry in XYZ format:
```
12
Properties=species:S:1:pos:R:3:forces:R:3:mulliken_charge:R:1
C -2.0685 -0.4951 0.6776 -1.566 -1.125 0.857 -0.563
C -0.9957 0.1934 0.3125 0.106 -1.165 -1.850 0.079
N 3.2733 1.9242 1.3554 -0.794 -2.959 -3.336 -0.470
O 2.1716 0.1720 -0.0849 0.382 0.412 0.155 -0.399
S 2.0643 1.0401 1.0705 1.169 0.949 1.040 0.590
Cl -0.9688 1.8996 0.5171 0.101 0.525 -0.072 -0.198
Cl 1.1611 -2.4178 -2.4017 0.000 0.374 0.772 -0.254
H -3.0176 0.0007 1.1506 2.156 -0.986 -0.792 0.189
H -2.0936 -1.6393 0.5574 0.022 2.027 -0.001 0.229
H -0.1951 -0.2273 -0.4055 -1.220 0.789 1.759 0.234
H 1.2648 -1.8129 -1.2447 0.084 -0.324 -0.743 0.273
H 3.3548 2.5188 2.1071 -0.440 1.484 2.211 0.289
```
Positions in Å, forces in eV/Å.

5.
The following is a DFT calculation (ωB97M-V/def2-TZVPD) of 2 unconnected molecules or ions with the total composition C2H5Cl2O3PSi.

Spin multiplicity: 1
E: -1856.36995 Ha
Orbital gap: 6.97 eV
Net charge: -2

The geometry in XYZ format:
```
14
Properties=species:S:1:pos:R:3:forces:R:3:mulliken_charge:R:1
C -1.6532 2.2091 -2.6213 1.446 0.044 0.883 -1.085
C -1.8827 1.2398 -1.5189 1.967 -0.993 2.506 -0.236
O -0.7704 -0.0093 0.8243 -0.573 -0.522 0.592 -0.696
O 0.7126 1.3850 -0.6079 0.041 -1.477 -1.167 -0.191
O 0.9729 3.8997 -1.4795 0.934 -0.424 1.581 -0.621
Si 1.1769 2.9130 -0.2805 -1.957 2.098 -2.172 0.460
P -0.7443 0.9821 -0.2467 -2.431 -0.701 -2.620 0.681
Cl -0.5530 3.0284 1.1542 0.555 1.010 0.528 -0.341
Cl -11.4893 -2.3379 0.8236 -0.087 -0.029 0.008 -1.000
H -1.9664 3.1799 -2.2945 -0.007 0.913 -0.330 0.223
H -0.6353 2.2302 -3.0248 0.108 0.268 0.701 0.288
H -2.1806 1.8893 -3.4513 -1.689 -0.469 -1.729 0.428
H -2.9092 1.0435 -1.2369 0.019 -0.227 0.090 0.299
H 2.2759 2.5093 0.4814 1.674 0.510 1.128 -0.210
```
Positions in Å, forces in eV/Å.

6.
The following is a DFT calculation (ωB97M-V/def2-TZVPD) of 2 unconnected molecules or ions with the total composition C2H5Cl2O3PSi.

Spin multiplicity: 1
E: -1856.41035 Ha
Orbital gap: 6.81 eV
Net charge: -2

The geometry in XYZ format:
```
14
Properties=species:S:1:pos:R:3:forces:R:3:mulliken_charge:R:1
C -0.6279 -1.3785 0.6759 -0.920 -3.550 3.482 -0.974
C -0.3674 -0.3267 -0.2709 2.699 0.318 -3.272 0.029
O -1.7869 0.6313 -2.4027 -0.309 -0.462 -0.311 -0.758
O -3.1510 0.1813 -0.1375 1.340 -0.585 -1.078 -0.776
O -1.3827 1.9956 -0.2637 -0.439 -0.098 -0.122 -0.372
Si 0.0654 1.4750 0.1840 -0.241 -1.558 -0.562 0.494
P -1.8920 0.4384 -0.9390 -1.723 1.805 0.678 0.834
Cl 0.5018 1.6818 2.1659 0.250 0.246 0.483 -0.295
Cl 9.5577 -0.8357 -0.0666 0.096 -0.015 0.003 -1.000
H -0.0921 -1.3777 1.7406 -0.401 0.001 -2.370 0.182
H -1.6871 -1.1782 0.9965 0.616 -1.026 -0.141 0.308
H -0.5146 -2.4804 0.1765 -0.439 2.552 1.464 0.219
H 0.3163 -0.8103 -1.1506 -1.547 1.789 1.766 0.284
H 1.0605 1.9841 -0.7083 1.018 0.581 -0.018 -0.175
```
Positions in Å, forces in eV/Å.

7.
The following is a DFT calculation (ωB97M-V/def2-TZVPD) of C2H5ClFN in the gas phase.

Spin multiplicity: 1
E: -693.99438 Ha
Orbital gap: 10.91 eV

The geometry in XYZ format:
```
10
Properties=species:S:1:pos:R:3:forces:R:3:mulliken_charge:R:1
C -0.4375 0.2599 0.4532 3.092 1.929 1.832 -0.303
C 0.8976 0.4446 -0.3197 -1.289 0.718 0.037 -0.080
H -0.4547 -1.3974 -0.4647 -0.869 -0.532 -0.165 0.216
H -1.9938 -1.0109 0.0920 0.393 -0.016 -0.032 0.216
H -0.8435 1.2981 0.4772 -0.133 -0.912 0.235 0.317
H -0.0689 -0.0963 1.4648 -0.990 0.591 -0.515 0.269
H 0.5841 0.2445 -1.3564 0.843 0.843 -0.016 0.358
N -1.1340 -0.6523 -0.3159 -1.249 -1.754 -1.025 -0.581
F 1.3550 1.7425 -0.0817 0.286 -1.473 -0.460 -0.244
Cl 2.0956 -0.8327 0.0511 -0.084 0.607 0.108 -0.170
```
Positions in Å, forces in eV/Å.

8.
The following is a DFT calculation (ωB97M-V/def2-TZVPD) of 2 unconnected molecules or ions with the total composition C2H5ClFO2P.

Spin multiplicity: 1
E: -1131.15158 Ha
Orbital gap: 10.69 eV

The geometry in XYZ format:
```
12
Properties=species:S:1:pos:R:3:forces:R:3:mulliken_charge:R:1
C -1.5043 -0.5533 -0.4186 -3.750 0.347 0.160 -0.742
C -1.6473 0.7688 0.3038 -0.337 -1.516 0.244 0.316
O 1.7947 0.9050 0.3152 0.217 -0.696 -0.173 -0.402
O -0.7743 1.5451 0.6382 -1.243 -0.499 -0.744 -0.560
F 2.6002 -1.1523 1.3350 -0.067 0.258 -0.990 -0.271
P 2.1048 -0.6245 -0.1172 0.148 0.931 1.081 0.522
Cl 3.8788 -0.1346 -0.9998 0.530 -0.488 -0.114 -0.246
H -2.3189 -0.6896 -1.2282 1.575 0.638 0.877 0.297
H -0.5503 -0.7115 -0.6911 3.134 -0.800 -1.600 0.058
H -1.8046 -1.3737 0.2542 0.180 0.444 0.306 0.297
H 0.9370 1.2537 0.0263 -0.373 -0.081 0.394 0.429
H -2.7158 0.7668 0.5822 -0.013 1.461 0.557 0.302
```
Positions in Å, forces in eV/Å.

9.
The following is a DFT calculation (ωB97M-V/def2-TZVPD) of C2H5ClN2O in the gas phase.

Spin multiplicity: 1
E: -724.04089 Ha
Orbital gap: 10.38 eV

The geometry in XYZ format:
```
11
Properties=species:S:1:pos:R:3:forces:R:3:mulliken_charge:R:1
C -0.7232 -0.0525 -0.2425 -1.618 -0.438 -4.800 -0.008
C 0.5095 0.8340 -0.1694 -2.501 -0.682 4.139 0.072
N -0.3071 -0.8492 0.7734 2.625 -1.833 2.785 -0.377
N 0.8855 -0.0271 1.0469 0.071 2.233 -1.695 -0.411
O -0.8306 -0.9021 -1.6077 2.731 -0.408 2.842 -0.587
Cl 0.1103 2.5162 0.2523 0.156 0.069 0.123 -0.218
H -1.6958 0.4283 -0.1413 0.067 -0.117 -0.339 0.308
H 1.0476 0.8850 -1.0110 2.483 -0.175 -2.830 0.310
H -0.7394 -0.7640 1.6694 -1.316 -0.343 0.094 0.327
H 1.8030 -0.4315 0.9531 0.003 -0.897 -0.249 0.248
H -0.0597 -1.6372 -1.5231 -2.703 2.593 -0.071 0.336
```
Positions in Å, forces in eV/Å.

10.
The following is a DFT calculation (ωB97M-V/def2-TZVPD) of 2 unconnected molecules or ions with the total composition C2H5ClN2S.

Spin multiplicity: 1
E: -1046.93690 Ha
Orbital gap (spin up / spin down): 6.30 / 6.29 eV

The geometry in XYZ format:
```
11
Properties=species:S:1:pos:R:3:forces:R:3:mulliken_charge:R:1
C 2.0622 0.3569 0.6106 -3.133 -1.360 0.704 0.568
C -0.9887 -0.2729 -0.2804 -2.175 -2.055 0.649 -0.873
N 1.7685 1.4249 0.9795 -1.258 3.248 1.782 -0.359
N 2.6465 -0.5626 0.0072 3.081 -2.401 -1.698 -0.365
S 0.0910 -1.4057 0.6181 0.676 0.752 -0.006 -0.344
Cl 4.5161 -0.1796 -0.3240 -1.223 -0.338 0.186 -0.156
H -1.5723 -0.7818 -1.0749 -0.219 -0.529 0.900 0.308
H -0.4919 0.3030 -0.9520 2.059 2.518 -1.258 0.344
H -1.6972 0.2706 0.3626 0.487 -0.042 -0.258 0.267
H 1.0630 1.8917 1.6102 1.540 -1.142 -1.253 0.332
H 2.3672 -1.5567 -0.1312 0.165 1.349 0.253 0.278
```
Positions in Å, forces in eV/Å.

- Which value of spin multiplicity does entry 2 give?
  1

- Number 3 is which compound?
  C2H5BrS3

- Look up the spin multiplicity of the third one.
  1